1.
An isolated molecule of C18H28ClFN2O. Source: the Open Molecules 2025 dataset; level of theory: wB97M-V/def2-TZVPD.

```
! RIJCOSX wB97M-V def2-TZVPD def2/J DEFGRID3
* xyz 0 1
H -4.914 -1.463 1.765
H -0.669 -0.323 -2.190
H -5.966 -1.471 -0.479
H 2.579 2.623 -0.484
C -4.491 -0.477 1.583
C -5.564 -0.479 -0.674
H 6.398 -1.397 1.402
C -3.694 1.124 -0.208
C 4.400 1.237 0.790
F 4.126 2.459 1.293
H -4.306 1.884 0.282
H 0.769 -1.474 -0.875
C -0.924 0.608 -1.679
C 3.700 0.801 -0.330
H -1.736 1.084 -2.230
H -5.185 0.268 1.969
H -3.560 -0.404 2.138
H 1.688 0.394 1.104
C 4.023 -0.469 -0.806
H 2.851 1.773 -2.025
H -5.405 -0.379 -1.745
H 0.558 1.750 0.906
C 0.146 -1.591 0.013
C 0.879 0.780 0.482
H 5.874 0.871 2.285
C -0.302 -0.202 0.489
H -0.739 -2.169 -0.254
C 5.652 -0.784 0.921
H 1.804 -1.763 1.403
C 0.308 1.525 -1.691
O 1.386 -3.608 0.589
H 5.201 -2.237 -0.590
H 0.038 2.531 -1.319
N 1.350 0.927 -0.881
C -4.258 -0.269 0.089
H -0.682 -0.295 1.512
C 5.367 0.475 1.419
C 2.618 1.631 -0.965
H -3.748 1.298 -1.284
H 0.669 1.628 -2.717
C -2.241 1.292 0.250
H -2.196 1.187 1.336
H -3.522 -1.001 -0.257
H 1.866 -3.461 -0.235
H -6.306 0.256 -0.367
H -1.910 2.314 0.007
C 0.942 -2.360 1.067
H 0.319 -2.583 1.936
N -1.393 0.274 -0.348
Cl 3.218 -1.078 -2.201
C 4.983 -1.258 -0.193
*
```

Properties
**ΔE to the lowest compared entry with this formula, charge and spin**: 0.2 kcal/mol
**Orbital gap**: 8.802 eV
**E_tot**: -1447.48381 hartree
**SMILES**: CC(C)CCN1CCN(Cc2c(F)cccc2Cl)C[C@@H]1CCO


2.
An isolated molecule of C5H8N2 in a non-equilibrium geometry. Source: the Open Molecules 2025 dataset; level of theory: wB97M-V/def2-TZVPD.

```
! RIJCOSX wB97M-V def2-TZVPD def2/J DEFGRID3
* xyz 0 1
H 1.159 -1.892 0.927
N -0.144 0.085 -2.358
H -1.165 1.983 0.080
H 1.807 -0.238 0.949
H 1.275 -1.005 2.458
C -0.320 -0.282 1.193
H -1.086 -0.875 1.721
C -0.428 -0.721 -1.363
C 1.058 -0.904 1.386
H -0.522 -1.798 -1.442
N -0.693 -0.050 -0.208
H 0.069 2.239 -2.381
C -0.614 1.293 -0.537
H -0.185 0.811 1.404
C -0.212 1.354 -1.829
*
```

Properties
**ΔE to the lowest compared entry with this formula, charge and spin**: 26.7 kcal/mol
**Orbital gap**: 9.802 eV
**E_tot**: -304.79301 hartree
**SMILES**: CCn1ccnc1